Below is a molecular structure, C39H34BrF3N5O7S4Tl, with properties calculated with ωB97M-V with the def2-TZVPD basis set.

The geometry in XYZ format:
```
94
Properties=species:S:1:pos:R:3:mulliken_charge:R:1
Tl -0.55129 -0.33276 -0.93520 1.056
C -1.79407 3.13001 -4.19749 -1.110
C -2.72848 2.56227 -5.04794 -0.468
C -2.99156 1.21071 -4.94340 -0.899
C -2.31481 0.44136 -3.98733 0.192
N -1.43208 1.01692 -3.16447 0.514
C -1.18665 2.30886 -3.25895 -0.452
C -2.56238 -0.99599 -3.82490 0.879
C -3.04441 -1.75260 -4.89914 -0.958
C -3.35344 -3.08747 -4.72747 -0.523
C -3.16566 -3.67852 -3.48664 -0.663
C -2.62196 -2.93668 -2.45016 -0.302
C -2.30941 -1.57946 -2.56555 -0.216
H -1.55757 4.18108 -4.24064 0.426
H -3.24913 3.16797 -5.78181 0.360
H -3.73155 0.75420 -5.58393 0.429
H -0.46091 2.70502 -2.56492 0.615
H -3.14900 -1.31472 -5.88797 0.355
H -3.73197 -3.66877 -5.56283 0.338
H -3.42523 -4.72467 -3.34459 0.335
H -2.43144 -3.43601 -1.50566 0.390
O -1.71217 -1.39124 1.70202 -0.295
S -2.33235 -0.76594 2.87420 -0.278
C -3.66436 0.31166 2.23459 0.724
C -3.87958 0.33386 0.87031 -0.593
C -4.93463 1.07531 0.36435 -0.438
C -5.77138 1.77233 1.22050 -0.656
C -5.55539 1.72779 2.58914 -0.615
C -4.49922 0.99627 3.10188 -0.410
C -1.19904 0.53142 3.44124 0.242
C 0.01312 0.70305 2.62004 1.363
C 1.13673 1.51670 3.27431 -0.549
C 0.75328 2.29117 4.48737 -0.737
C -0.44745 2.16446 5.06432 -0.979
C -1.40293 1.19330 4.58914 -0.289
H -3.22407 -0.21945 0.21068 0.584
H -5.08762 1.09768 -0.70362 0.445
H -6.59396 2.35651 0.83078 0.361
H -6.20986 2.26428 3.26145 0.364
H -4.33301 0.96562 4.16815 0.257
H -0.24883 1.01360 1.60525 -0.288
H 1.56731 2.20608 2.54247 0.323
H 1.49175 2.98067 4.86968 0.425
H -0.72743 2.76317 5.92111 0.290
H -2.28216 1.00824 5.18931 0.393
Br 4.59327 -0.23136 -4.26615 -0.192
C 3.62462 0.73840 -2.96174 -0.359
C 4.29368 1.57591 -2.08835 -0.044
C 3.52979 2.31408 -1.19476 -0.920
C 2.15394 2.16150 -1.21339 -0.107
N 1.53324 1.35086 -2.05948 0.200
C 2.24067 0.66599 -2.94103 -0.564
H 5.37147 1.65135 -2.10708 0.411
H 3.99790 3.00352 -0.50887 0.446
H 1.50742 2.72434 -0.55347 0.312
H 1.68595 0.04322 -3.62889 0.710
O 6.01969 -2.54017 -1.57382 -0.745
S 4.81283 -2.64940 -0.77943 1.104
O 5.04303 -2.55578 0.64949 -0.738
N 3.65946 -1.63727 -1.27819 -0.169
C 2.57344 -2.27502 -1.67811 0.594
O 1.52817 -1.76715 -2.09328 -0.767
C 2.71777 -3.78152 -1.65402 0.065
C 1.78233 -4.72062 -2.06314 -0.658
C 2.12880 -6.06279 -1.99576 -0.568
C 3.37840 -6.45414 -1.53187 -0.361
C 4.30316 -5.50909 -1.10052 -0.591
C 3.94825 -4.18369 -1.17598 0.035
H 0.81387 -4.39854 -2.41707 0.720
H 1.41957 -6.81684 -2.31543 0.388
H 3.63352 -7.50564 -1.49793 0.365
H 5.27548 -5.79497 -0.72637 0.422
F -1.61784 3.53389 2.40032 -0.161
C -2.32549 4.02427 1.37234 0.505
F -2.22793 5.36545 1.44738 -0.283
F -3.61217 3.73501 1.60989 -0.183
S -1.76581 3.31637 -0.28513 1.287
O -2.77948 3.82218 -1.17454 -0.711
O -0.44802 3.88946 -0.41973 -0.850
O -1.82099 1.90858 0.03295 -0.546
C 4.56908 0.93357 3.42929 -1.039
N 3.36428 0.61028 2.69170 -0.045
C 2.16941 0.35304 3.45020 0.414
S 1.02246 -0.83442 2.51805 -0.281
N 2.48693 -0.05398 4.78983 -0.412
C 1.42740 -0.65132 5.58315 -0.994
H 5.25032 1.46475 2.76290 0.339
H 5.10010 0.05624 3.82505 0.271
H 4.31169 1.58774 4.26320 0.369
H 3.52865 -0.11850 2.00571 0.084
H 3.23841 -0.73524 4.71670 0.268
H 0.84956 -1.37161 4.99333 0.313
H 0.75421 0.11980 5.95136 0.268
H 1.89174 -1.16807 6.42304 0.455
```

* HOMO energy: -0.0554 Ha
* energy above the lowest of the compared OMol25 structures with the same formula, charge and spin: 3.0076 eV
* net charge: -2
* calculated total energy: -6945.88783 hartree